# 1
C33H21BrN9OPd | the ωB97M-V functional and the def2-TZVPD basis

Values from the calculation:
net charge	+3
ΔE to the lowest compared entry with this formula, charge and spin	35.27	kJ/mol
spin multiplicity	1
frontier orbital gap	5.4	eV

Geometry (Å):
Pd1 -1.46197 0.55838 0.38252
C1 -1.38071 4.86201 -0.08524
C2 -1.26440 3.50617 -0.38226
N1 -1.43438 2.59575 0.56690
C3 -1.73929 3.01180 1.82007
C4 -1.83997 4.36856 2.08162
N2 -1.65834 5.28319 1.13679
C5 -2.00772 1.93211 2.79078
C6 -2.30330 2.06358 4.13027
C7 -2.58079 0.92907 4.90884
C8 -2.56704 -0.31584 4.26011
C9 -2.26611 -0.39664 2.91806
N3 -1.97666 0.71566 2.22824
C10 -2.25940 -1.60552 2.07056
C11 -2.66241 -2.86833 2.47509
N4 -2.71876 -3.89299 1.63367
C12 -2.38393 -3.67472 0.37312
C13 -1.96382 -2.42217 -0.06509
N5 -1.89248 -1.40376 0.78194
C14 -2.88549 1.04165 6.35359
C15 -3.26852 -0.06832 7.10439
C16 -3.54488 0.09015 8.45472
N6 -3.46138 1.25628 9.08256
C17 -3.09544 2.31723 8.37455
C18 -2.80031 2.26276 7.01995
H1 -1.24890 5.60870 -0.85790
H2 -1.03671 3.15519 -1.37877
H3 -2.08058 4.73197 3.07286
H4 -2.33001 3.04813 4.56927
H5 -2.79042 -1.21905 4.80525
H6 -2.95621 -3.06091 3.49929
H7 -2.45121 -4.50642 -0.31649
H8 -1.68884 -2.23770 -1.09384
H9 -3.37110 -1.05685 6.68134
H10 -3.84756 -0.76074 9.05265
H11 -3.03263 3.25735 8.90875
H12 -2.50241 3.17876 6.53119
Br1 5.37541 -4.92993 -9.17510
C19 4.89171 -3.54083 -8.07275
C20 4.98934 -2.22058 -8.54402
C21 4.63851 -1.19853 -7.71106
C22 4.15587 -1.48280 -6.39779
C23 4.08165 -2.83097 -5.92646
C24 4.44297 -3.84043 -6.75881
N7 3.80906 -0.41939 -5.68483
N8 3.42761 -0.40918 -4.50457
C25 2.36347 -0.27168 -3.81595
C26 1.05197 -0.17907 -4.46406
C27 -0.05911 0.03211 -3.75210
C28 -0.01209 0.17183 -2.29770
O1 -1.06294 0.39094 -1.68328
C29 1.29928 0.08386 -1.61661
N9 1.28469 0.26167 -0.29420
C30 2.44295 0.25468 0.34502
C31 3.66673 0.07167 -0.30519
C32 3.67876 -0.11606 -1.66982
C33 2.46340 -0.11315 -2.35488
H13 5.34705 -2.02938 -9.54561
H14 4.70655 -0.16424 -8.02228
H15 3.76199 -3.04030 -4.91373
H16 4.41239 -4.87135 -6.43572
H17 1.01792 -0.26203 -5.54352
H18 -1.02944 0.12959 -4.22149
H19 2.41017 0.40289 1.41738
H20 4.58684 0.08693 0.26212
H21 4.61138 -0.25078 -2.20232


# 2
C3H4BrNOS | the ωB97M-V functional and the def2-TZVPD basis

Values from the calculation:
net charge	0
ΔE to the lowest compared entry with this formula, charge and spin	243.90	kJ/mol
spin multiplicity	1
frontier orbital gap	8.8	eV

Geometry (Å):
C1 -0.76682 -0.68375 0.60919
C2 0.46712 -0.17959 1.31566
C3 1.25907 0.58959 -1.81622
N1 -0.89750 -0.41826 -0.74386
O1 -1.57105 -1.44433 1.06421
S1 -0.27759 0.84542 -1.68332
Br1 -0.05563 1.63886 1.97896
H1 0.69041 -0.72445 2.24707
H2 1.21052 -0.14959 0.40139
H3 1.83908 1.18096 -2.35209
H4 -1.89762 -0.65487 -1.02099


# 3
C5H19N2O5 | the ωB97M-V functional and the def2-TZVPD basis

Values from the calculation:
net charge	+1
ΔE to the lowest compared entry with this formula, charge and spin	29.43	kJ/mol
spin multiplicity	1
frontier orbital gap	10.7	eV

Geometry (Å):
O1 -0.94562 2.43147 -0.56152
C1 -0.78708 2.73629 0.60235
C2 -1.20914 1.72251 1.64096
C3 0.01880 0.79964 1.83330
C4 0.35654 -0.13790 0.69000
N1 0.16762 -2.48907 -0.98990
C5 -0.80000 -2.18154 -0.16923
N2 -0.72107 -1.18000 0.67848
H1 -0.17093 3.61114 0.87473
H2 -1.51567 2.20492 2.57424
H3 -2.05370 1.13451 1.26691
H4 -0.12000 0.31412 2.80202
H5 0.92893 1.40144 2.03327
H6 0.25201 0.43587 -0.25099
H7 1.31861 -0.62120 0.68630
H8 0.80878 -1.83864 -1.44437
H9 0.07124 -3.29411 -1.59101
H10 -1.64626 -2.85627 -0.09735
H11 -1.59978 -0.81403 1.01507
H12 2.76218 -2.32961 2.13994
H13 1.68662 -2.27318 3.12061
O2 1.93500 -1.83880 2.30163
H14 1.65890 -0.15708 -2.28163
H15 1.14975 -0.55338 -3.86298
O3 1.10972 -0.64764 -2.90013
H16 3.45035 0.72328 -1.12395
H17 2.27093 1.63156 -0.91383
O4 2.49362 0.68673 -1.01584
H18 -2.24270 1.35359 -1.35548
H19 -3.63644 0.70164 -1.49652
O5 -2.71463 0.50088 -1.28306


# 4
C54H114N6O6 | the ωB97M-V functional and the def2-TZVPD basis

Values from the calculation:
net charge	0
SMILES string	CC1(C)CCCC(C)(C)N1O.CC1(C)CCCC(C)(C)N1O.CC1(C)CCCC(C)(C)N1O.CC1(C)CCCC(C)(C)N1O.CC1(C)CCCC(C)(C)N1O.CC1(C)CCCC(C)(C)N1O
ΔE to the lowest compared entry with this formula, charge and spin	403.71	kJ/mol
spin multiplicity	1
frontier orbital gap	8.6	eV

Geometry (Å):
C1 -4.47512 2.03096 3.04130
C2 -5.97619 2.10312 2.79428
C3 -6.68295 2.85642 3.92406
C4 -6.33970 2.82321 1.48660
C5 -5.69582 2.06803 0.30123
C6 -6.33948 0.70832 0.19419
C7 -6.36524 -0.08938 1.55454
C8 -7.50157 -1.12767 1.35651
C9 -5.01805 -0.81130 1.64694
N1 -6.77559 0.84578 2.61002
O1 -6.89261 0.14038 3.85094
H1 -3.81485 1.46058 2.39095
H2 -4.00772 3.01824 3.13398
H3 -4.22718 1.64597 4.03857
H4 -6.77672 3.91848 3.69233
H5 -7.65281 2.45631 4.20018
H6 -6.07610 2.81864 4.83392
H7 -7.41375 2.86543 1.31531
H8 -5.93073 3.83433 1.39504
H9 -5.68767 2.74004 -0.55970
H10 -4.63054 1.90678 0.49539
H11 -5.72805 0.10498 -0.49123
H12 -7.27826 0.71058 -0.36679
H13 -7.24770 -1.90016 0.63503
H14 -8.38222 -0.58981 1.00761
H15 -7.67020 -1.58741 2.33124
H16 -4.81713 -1.72256 1.06875
H17 -4.71913 -1.09365 2.65847
H18 -4.21119 -0.24919 1.15899
H19 -7.84013 -0.02868 3.88366
C10 4.63810 -4.80436 -1.83979
C11 4.05339 -6.18899 -1.95385
C12 2.53359 -6.11649 -2.17776
C13 4.65244 -7.02990 -3.09004
C14 6.07331 -7.62195 -2.90185
C15 6.12014 -8.33503 -1.56583
C16 5.55392 -7.59283 -0.34310
C17 5.36006 -8.54102 0.83620
C18 6.61659 -6.53674 0.06641
N2 4.26917 -6.98727 -0.72023
O2 3.70801 -6.35088 0.42634
H20 4.48660 -4.13551 -2.69009
H21 4.10110 -4.22949 -1.06955
H22 5.67090 -4.73721 -1.50734
H23 1.98689 -6.98968 -1.81433
H24 2.12077 -5.29699 -1.58480
H25 2.20543 -6.04857 -3.21605
H26 3.99863 -7.86240 -3.35042
H27 4.73395 -6.44675 -4.01271
H28 6.14130 -8.43190 -3.62915
H29 6.90744 -6.92866 -3.00453
H30 7.01947 -8.92281 -1.35136
H31 5.47135 -9.22371 -1.65791
H32 4.33039 -8.88109 0.93051
H33 5.46939 -7.92253 1.73221
H34 6.13510 -9.30305 0.85001
H35 6.23029 -5.74770 0.71737
H36 7.03185 -5.94425 -0.75450
H37 7.47174 -7.05505 0.50189
H38 4.06044 -5.44667 0.38712
C19 -0.64963 6.68828 -2.79324
C20 -1.77956 5.78313 -2.29538
C21 -1.99914 4.64963 -3.33333
C22 -1.20848 5.06155 -1.01583
C23 -1.71831 5.74430 0.27153
C24 -3.19379 6.14314 0.26739
C25 -3.49763 7.10409 -0.87833
C26 -4.97862 7.28709 -0.86478
C27 -2.75409 8.43034 -0.63936
N3 -3.07050 6.44607 -2.10433
O3 -3.43690 7.11124 -3.29181
H39 -0.22685 7.24558 -1.95294
H40 0.19423 6.05509 -3.08981
H41 -0.81908 7.28852 -3.68578
H42 -2.45862 3.78265 -2.85880
H43 -2.59818 5.01288 -4.16792
H44 -1.06494 4.27383 -3.75591
H45 -1.62579 4.05635 -0.98658
H46 -0.12675 5.08831 -1.08460
H47 -1.53588 5.05235 1.10013
H48 -1.15097 6.63672 0.55472
H49 -3.57295 6.51268 1.22112
H50 -3.75803 5.20496 0.17135
H51 -5.34826 7.87275 -1.71693
H52 -5.31342 7.93160 -0.04325
H53 -5.61450 6.40567 -0.77490
H54 -1.79787 8.50897 -1.15054
H55 -2.56844 8.74438 0.39073
H56 -3.40010 9.22079 -1.03800
H57 -4.25933 6.68433 -3.55858
C28 3.34795 -1.62870 6.30735
C29 4.75893 -1.05553 6.08317
C30 5.67742 -1.65059 7.17643
C31 5.14818 -1.55681 4.64797
C32 6.43890 -0.89246 4.21817
C33 6.27765 0.61534 4.19533
C34 5.82664 1.18293 5.55922
C35 7.03580 1.25505 6.53102
C36 5.31617 2.61579 5.23532
N4 4.68384 0.39537 6.07736
O4 4.27877 0.96308 7.32355
H58 2.64718 -0.99069 5.76022
H59 3.24733 -2.63032 5.89347
H60 3.09608 -1.60806 7.36805
H61 5.48371 -1.11447 8.10448
H62 5.57904 -2.72266 7.34758
H63 6.71231 -1.51645 6.85575
H64 5.30943 -2.63178 4.55938
H65 4.39618 -1.21963 3.93460
H66 7.24653 -1.10670 4.92657
H67 6.84423 -1.23628 3.26183
H68 5.64075 1.01718 3.41354
H69 7.29440 1.00687 4.08275
H70 7.73617 0.46130 6.26776
H71 6.72505 1.35902 7.56499
H72 7.63376 2.12988 6.25601
H73 4.70444 3.01567 6.04384
H74 4.78574 2.60275 4.28678
H75 6.15937 3.30462 5.16410
H76 3.34891 1.11179 7.11844
C37 -3.98719 -1.80192 -6.45930
C38 -4.21914 -0.33031 -6.55409
C39 -5.16264 0.01879 -7.72128
C40 -4.94329 0.15538 -5.30388
C41 -4.05856 0.33044 -4.07206
C42 -2.85372 1.22557 -4.36211
C43 -2.01834 0.67297 -5.56699
C44 -1.18539 1.89627 -6.01896
C45 -1.14354 -0.48405 -5.15103
N5 -2.97643 0.48127 -6.64960
O5 -2.30918 0.19951 -7.87692
H77 -3.48118 -2.27223 -7.30549
H78 -3.41901 -2.07460 -5.56777
H79 -4.95223 -2.31509 -6.39859
H80 -4.73574 -0.23165 -8.69999
H81 -6.00335 -0.67551 -7.67572
H82 -5.44426 1.06611 -7.80024
H83 -5.43506 1.10962 -5.51191
H84 -5.73285 -0.52070 -4.96522
H85 -4.47503 0.63958 -3.11095
H86 -3.63750 -0.65026 -3.79802
H87 -2.19232 1.27443 -3.49372
H88 -3.32410 2.19984 -4.51102
H89 -0.38961 2.18380 -5.33173
H90 -1.92547 2.68481 -6.17436
H91 -0.72484 1.82441 -7.00557
H92 -0.13651 -0.13872 -4.91121
H93 -1.01694 -1.26391 -5.90210
H94 -1.54408 -0.93482 -4.23805
H95 -2.64191 0.88723 -8.46293
C46 3.09256 0.30933 1.62586
C47 2.49092 -1.08801 1.36684
C48 3.67879 -2.05621 1.18799
C49 1.61556 -1.60622 2.52280
C50 0.24098 -0.87411 2.58755
C51 -0.46620 -1.00996 1.22863
C52 0.34939 -0.49630 0.06363
C53 -0.29888 -0.99683 -1.23760
C54 0.38751 1.05045 0.10227
N6 1.67210 -1.15053 0.17177
O6 2.36590 -1.06039 -1.05116
H96 2.32668 0.99750 1.98314
H97 3.91265 0.34334 2.34336
H98 3.51616 0.70010 0.69811
H99 4.45252 -1.60423 0.56620
H100 4.20079 -2.18300 2.14198
H101 3.44935 -3.09973 0.96211
H102 1.35167 -2.64616 2.33484
H103 2.12195 -1.32785 3.44704
H104 -0.24679 -1.37099 3.42680
H105 0.44887 0.15615 2.88288
H106 -1.45497 -0.55010 1.30470
H107 -0.63794 -2.07718 1.05564
H108 -1.38958 -0.93510 -1.26842
H109 -0.24873 -2.09031 -1.15126
H110 0.24870 -0.62180 -2.09285
H111 1.28714 1.49619 -0.33006
H112 0.46094 1.40239 1.13400
H113 -0.47911 1.50159 -0.38038
H114 2.59461 -1.96833 -1.28183